[1]
C4H13NO | ωB97M-V/def2-TZVPD

- HOMO: -7.937 eV
- Spin multiplicity: 1
- Orbital gap: 8.660 eV

Geometry (Å):
C (0.3071, -0.8318, 2.9159)
C (-0.3855, -1.3798, 1.6886)
N (-0.4549, -0.5951, 0.4401)
C (-1.3894, -0.2961, -0.7509)
C (-0.8433, -0.9138, -2.0908)
H (0.3025, -1.6775, 3.6318)
H (-0.2621, 0.0965, 3.1989)
H (1.3152, -0.3282, 2.7804)
H (0.3030, -2.3054, 1.5527)
H (-1.4316, -1.8035, 1.8102)
H (0.5008, -0.4388, 0.1748)
H (-1.3810, 0.7517, -1.0316)
H (-2.4161, -0.7587, -0.5987)
H (0.0150, -1.7321, -2.1584)
H (-1.7584, -1.3484, -2.5525)
H (-0.4444, -0.1732, -2.6886)
O (2.1943, 3.4622, -1.8874)
H (2.7769, 2.7457, -1.6106)
H (1.9776, 3.9691, -1.0667)


[2]
C4H11NS | ωB97M-V/def2-TZVPD

- HOMO: -9.040 eV
- Spin multiplicity: 1
- Orbital gap: 9.967 eV

Geometry (Å):
C (-1.3248, -1.0837, 0.9492)
C (-0.9186, -0.3694, -0.3674)
N (-2.0596, 0.4495, -0.7995)
C (0.3461, 0.4760, -0.3439)
C (0.4104, 1.5127, 0.7657)
S (1.8922, -0.4712, -0.2872)
H (-2.1234, -1.7728, 0.6476)
H (-0.5725, -1.7218, 1.4813)
H (-1.8215, -0.3553, 1.5867)
H (-0.6727, -1.1486, -1.1224)
H (-2.4385, 0.9388, 0.0259)
H (-2.7764, -0.1640, -1.2286)
H (0.3595, 1.0193, -1.2738)
H (1.4409, 1.8470, 0.6444)
H (0.3643, 1.0688, 1.7596)
H (-0.4174, 2.2901, 0.6656)
H (1.7205, -0.8230, 0.9832)


[3]
C3H12N3S | ωB97M-V/def2-TZVPD

- Net charge: +1
- HOMO: -13.937 eV
- Spin multiplicity: 1
- Orbital gap: 10.341 eV

Geometry (Å):
C (-0.8806, 3.2110, 0.1666)
C (0.4868, -2.1268, -1.1841)
C (-1.0417, 1.7969, -0.1541)
N (1.6261, -2.5615, 1.1234)
N (-0.1086, 1.0209, -0.4120)
N (-0.7017, -1.5719, 1.0991)
S (0.0930, -2.9432, 0.4461)
H (-0.6052, 3.7219, -0.7735)
H (-0.0628, 3.0940, 0.9262)
H (-1.6899, 3.6780, 0.7784)
H (1.3718, -2.5064, -1.6551)
H (0.4591, -1.0484, -1.0441)
H (-0.3858, -2.3410, -1.9172)
H (-2.0166, 1.3425, -0.0215)
H (1.4317, -1.9826, 2.0109)
H (2.1242, -3.4382, 1.4318)
H (0.6976, 1.5299, -0.5682)
H (-1.4817, -1.7370, 1.7567)
H (-0.5328, -0.7186, 0.6003)


Q: Number 2 is which compound?
A: C4H11NS


Q: spin multiplicity of number 2 (C4H11NS)?
A: 1


Q: Number 3 is which compound?
A: C3H12N3S